Entry 1:
DFT (wB97M-V/def2-TZVPD) results for 2 unconnected molecules or ions with the total composition C4H14NO.

CARTESIAN COORDINATES (ANGSTROEM)
C  -1.09507  -0.59968  -0.05774
C  0.33118  -0.45247  -0.52392
C  0.58011  -1.57019  -1.54202
C  1.35838  -0.50910  0.61869
N  -1.50462  0.44706  0.97035
H  -1.31011  -1.54212  0.42663
H  -1.78187  -0.45773  -0.88387
H  0.44597  0.50044  -1.01044
H  0.58340  -2.54508  -1.05942
H  1.57162  -1.44416  -1.99418
H  -0.12940  -1.56147  -2.35796
H  0.97646  -0.07656  1.54668
H  1.72519  -1.50759  0.80056
H  2.24886  0.06502  0.37259
H  -1.09855  1.36887  0.76717
H  -1.13186  0.15365  1.87770
H  -2.51645  0.53821  1.02235
H  -0.41048  3.48828  0.23393
H  1.03475  2.97087  0.27796
O  0.12248  2.73376  0.51494

Computed properties:
Energy above the lowest of the compared OMol25 structures with the same formula, charge and spin in eV: 0.2176
Total charge: +1
Calculated total energy in eV: -7906.7368

=====

Entry 2:
DFT (wB97M-V/def2-TZVPD) results for 3 unconnected molecules or ions with the total composition C4H14NO at a distorted geometry.

CARTESIAN COORDINATES (ANGSTROEM)
C  -3.25933  -0.42315  -0.77062
C  -3.14394  0.06465  0.65515
N  1.91029  -0.22648  1.20678
C  2.85846  0.16395  0.17864
C  2.26965  1.20296  -0.78586
H  -2.15386  -0.65093  -1.09007
H  -3.81374  -1.36499  -0.89382
H  -3.70111  0.34752  -1.40240
H  -2.47361  0.92697  0.74702
H  -2.68506  -0.71375  1.25923
H  -4.17844  0.33073  1.00564
H  0.97618  -0.45343  0.78526
H  3.79927  0.45443  0.63976
H  3.04731  -0.74568  -0.42218
H  1.31031  0.81894  -1.16852
H  2.92495  1.35656  -1.64391
H  2.12560  2.16450  -0.29562
H  1.87179  0.43599  1.99198
H  -0.21055  -1.62206  -0.72983
O  -0.31154  -0.69880  -0.39021

Computed properties:
Energy above the lowest of the compared OMol25 structures with the same formula, charge and spin in eV: 5.6408
Total charge: +2
Calculated total energy in eV: -7886.4609
Spin multiplicity: 2

=====

Entry 3:
DFT (wB97M-V/def2-TZVPD) results for 3 unconnected molecules or ions with the total composition C4H14NO2 at a distorted geometry.

CARTESIAN COORDINATES (ANGSTROEM)
C  -1.00497  0.87212  -0.09748
N  0.12487  -0.10305  0.20923
C  -0.27716  -1.41825  -0.41602
C  -1.10045  -0.99112  -1.59969
C  -1.99644  0.11300  -0.99453
H  -0.51811  1.73818  -0.54033
H  -1.46898  1.16223  0.84442
H  1.03226  0.19581  -0.18306
H  0.26131  -0.23093  1.22067
H  0.57013  -2.05947  -0.63709
H  -0.89755  -1.90712  0.33125
H  -1.64435  -1.79983  -2.07538
H  -0.52730  -0.52015  -2.38624
H  -2.36665  0.76440  -1.77873
H  -2.75782  -0.34483  -0.36684
H  2.06650  2.14375  -1.20306
H  2.93370  1.53645  -0.12863
O  2.42603  1.29268  -0.91845
H  0.43383  0.07752  3.85025
H  1.15402  -1.04971  3.16972
O  0.90911  -0.12402  3.03394

Computed properties:
Energy above the lowest of the compared OMol25 structures with the same formula, charge and spin in eV: 0.2041
Total charge: +1
Calculated total energy in eV: -9954.5569

=====

Entry 4:
DFT (wB97M-V/def2-TZVPD) results for 3 unconnected molecules or ions with the total composition C4H14NO2 at a distorted geometry.

CARTESIAN COORDINATES (ANGSTROEM)
C  1.63666  1.93909  -1.82427
C  1.01730  0.58349  -1.29484
C  0.04982  0.58945  -0.08202
C  -0.47397  -0.99645  1.63638
N  -0.31344  -0.80085  0.35866
H  2.35163  1.84895  -2.61566
H  0.74010  2.46235  -2.04262
H  2.07080  2.51832  -0.98846
H  0.39084  0.32519  -2.19168
H  1.58462  -0.28946  -0.84923
H  0.45513  1.16583  0.77727
H  -0.92537  1.09433  -0.30182
H  -0.77121  -0.15406  2.21784
H  -0.08997  -1.91463  2.02001
H  -0.22409  -1.56547  -0.37273
H  0.79606  -3.68677  -1.07233
H  -0.58445  -3.04243  -1.37893
O  0.35238  -2.89396  -1.36785
H  -2.04183  2.49419  2.90356
H  -2.71673  1.19457  2.43782
O  -1.87991  1.70165  2.40971

Computed properties:
Energy above the lowest of the compared OMol25 structures with the same formula, charge and spin in eV: 2.8399
Total charge: +1
Calculated total energy in eV: -9951.9211

=====

Entry 5:
DFT (wB97M-V/def2-TZVPD) results for 2 unconnected molecules or ions with the total composition C4H14NO2 at a distorted geometry.

CARTESIAN COORDINATES (ANGSTROEM)
O  0.60079  2.14471  -1.40925
C  1.44570  1.06122  -1.70555
C  1.00772  -0.18787  -0.98264
N  0.34556  0.20220  0.34549
C  0.54258  -0.86176  1.43697
C  -0.60174  -1.86560  1.50399
H  0.87515  2.92795  -1.89378
H  1.53097  0.87275  -2.77316
H  2.46023  1.36006  -1.35069
H  0.21924  -0.73595  -1.48448
H  1.82790  -0.82440  -0.66085
H  -0.65876  0.20691  0.12876
H  0.70809  1.12617  0.57639
H  1.49306  -1.28021  1.16340
H  0.58014  -0.31450  2.39360
H  -0.98774  -2.00201  2.51228
H  -1.42985  -1.78707  0.79954
H  -0.08020  -2.82998  1.23192
H  -3.30311  1.68011  -0.10735
H  -3.67788  0.29169  0.24844
O  -2.89784  0.81557  0.02699

Computed properties:
Energy above the lowest of the compared OMol25 structures with the same formula, charge and spin in eV: 1.3602
Total charge: +1
Calculated total energy in eV: -9953.4008

=====

Q: Which of these has the highest total charge?
A: number 2

=====

Repeat the second record exactly.
DFT (wB97M-V/def2-TZVPD) results for 3 unconnected molecules or ions with the total composition C4H14NO at a distorted geometry.

CARTESIAN COORDINATES (ANGSTROEM)
C  -3.25933  -0.42315  -0.77062
C  -3.14394  0.06465  0.65515
N  1.91029  -0.22648  1.20678
C  2.85846  0.16395  0.17864
C  2.26965  1.20296  -0.78586
H  -2.15386  -0.65093  -1.09007
H  -3.81374  -1.36499  -0.89382
H  -3.70111  0.34752  -1.40240
H  -2.47361  0.92697  0.74702
H  -2.68506  -0.71375  1.25923
H  -4.17844  0.33073  1.00564
H  0.97618  -0.45343  0.78526
H  3.79927  0.45443  0.63976
H  3.04731  -0.74568  -0.42218
H  1.31031  0.81894  -1.16852
H  2.92495  1.35656  -1.64391
H  2.12560  2.16450  -0.29562
H  1.87179  0.43599  1.99198
H  -0.21055  -1.62206  -0.72983
O  -0.31154  -0.69880  -0.39021

Computed properties:
Energy above the lowest of the compared OMol25 structures with the same formula, charge and spin in eV: 5.6408
Total charge: +2
Calculated total energy in eV: -7886.4609
Spin multiplicity: 2

=====

Q: Which of these has the highest energy above the lowest of the compared OMol25 structures with the same formula, charge and spin?
A: number 2